1.
The following is a DFT calculation (ωB97M-V/def2-TZVPD) of C23H26BrCdN8O as an isolated structure at a distorted geometry.

As for the gap between HOMO and LUMO: 6.76 eV. The calculation puts the LUMO energy at -2.73 eV. The HOMO energy comes out at -9.5 eV. The charge is +1. Its spin multiplicity is 1. For the energy above the lowest of the compared OMol25 structures with the same formula, charge and spin, the calculation gives 0.000 eV.

Each line ends with the Löwdin charge.
Positions of all 60 atoms, in Å:
Cd  -1.26  1.11  -0.38  1.359
Br  5.86  -3.67  1.79  0.737
O  -2.07  -0.47  -1.36  -0.268
N  -3.24  2.40  -2.48  -0.001
N  1.77  -3.67  -3.76  0.075
N  2.93  -3.97  -3.50  0.077
N  -1.93  2.57  2.90  -0.187
N  0.53  0.43  -1.37  -0.033
N  -1.58  0.62  4.07  -0.154
N  -1.42  0.59  1.74  0.039
N  -2.29  2.75  -1.60  -0.088
C  3.57  -3.94  0.12  -0.121
C  -2.29  1.15  5.22  -0.041
C  1.26  -1.58  -2.52  -0.085
C  -0.97  -0.68  4.26  -0.039
C  -3.87  3.47  -2.98  -0.062
C  -0.44  -3.22  -3.07  -0.001
C  0.91  -2.85  -3.07  -0.253
C  2.88  -3.96  -1.07  -0.019
C  -1.42  -2.44  -2.48  -0.006
C  0.25  -0.78  -1.91  -0.165
C  -1.03  3.44  3.65  -0.041
C  -1.62  1.22  2.87  -0.449
C  4.94  -3.74  0.13  -0.678
C  -1.13  -1.21  -1.89  -0.393
C  3.57  -3.79  -2.28  -0.301
C  -3.30  4.58  -2.40  -0.040
C  2.54  -1.01  -2.63  0.024
C  -2.32  4.08  -1.55  -0.159
C  1.76  0.90  -1.43  -0.129
C  -2.42  3.20  1.70  -0.104
C  4.96  -3.61  -2.26  -0.016
C  2.80  0.22  -2.08  -0.024
C  5.64  -3.58  -1.06  -0.116
H  5.49  -3.48  -3.19  0.119
H  -3.14  2.55  1.20  0.082
H  -0.62  2.93  4.51  0.083
H  -0.20  3.77  3.02  0.099
H  -1.60  1.51  5.98  0.095
H  3.31  -1.53  -3.18  0.112
H  -1.66  -1.50  4.08  0.102
H  -1.35  -0.42  1.86  0.053
H  3.04  -4.11  1.05  0.101
H  -2.92  4.13  1.99  0.103
H  1.82  -4.14  -1.09  0.118
H  -0.10  -0.78  3.60  0.094
H  -2.45  -2.77  -2.47  0.117
H  6.71  -3.45  -1.04  0.105
H  -4.66  3.37  -3.70  0.127
H  -3.55  5.61  -2.56  0.103
H  3.78  0.67  -2.15  0.113
H  -1.65  4.62  -0.90  0.105
H  -0.62  -0.74  5.29  0.098
H  -2.93  1.97  4.91  0.095
H  -1.59  4.32  3.98  0.100
H  -2.91  0.36  5.66  0.101
H  1.94  1.87  -0.98  0.111
H  -3.41  1.42  -2.69  0.157
H  -0.70  -4.17  -3.51  0.121
H  -1.60  3.46  1.02  0.045



2.
The following is a DFT calculation (ωB97M-V/def2-TZVPD) of a 7-piece molecular cluster, C23H26F7NO24S overall at a distorted geometry.

As for the gap between HOMO and LUMO: 10.43 eV. The calculation puts the LUMO energy at -0.68 eV. The HOMO energy comes out at -11.1 eV. The charge is 0. The SMILES is O=COCCN(CC(=O)O)S(=O)(=O)F.O=C1OC[C@@H](F)O1.O=C1OC[C@@H](F)O1.O=C1OC[C@@H](F)O1.O=C1OC[C@@H](F)O1.O=C1OC[C@@H](F)O1.O=C1OC[C@@H](F)O1. Its spin multiplicity is 1.

Each line ends with the Löwdin charge.
Positions of all 82 atoms, in Å:
S  1.84  -2.03  1.59  0.832
F  -1.34  0.64  -3.81  0.090
F  1.47  -1.87  -0.05  -0.194
F  3.98  1.84  -5.60  0.081
F  -0.09  -8.76  7.34  0.078
F  -5.19  4.03  3.12  0.074
F  5.92  -5.23  -0.76  0.075
F  -1.57  6.71  -7.74  0.077
O  1.53  -3.89  4.64  0.017
O  -2.56  5.06  -6.57  0.143
O  -0.78  -7.54  5.59  0.141
O  1.16  -7.45  4.43  0.069
O  -0.65  0.64  -1.67  0.134
O  -5.84  6.58  -0.44  0.169
O  -1.64  2.54  -0.97  0.076
O  2.82  -1.98  5.05  0.112
O  -4.02  5.40  0.21  0.076
O  -4.13  0.57  1.18  0.045
O  6.61  -2.02  0.20  0.079
O  -0.63  -6.24  3.74  0.166
O  1.87  2.53  -5.91  0.149
O  -0.22  1.45  0.40  0.140
O  -3.14  -1.52  1.62  -0.100
O  -3.17  3.85  -4.76  0.160
O  2.76  -3.22  1.69  -0.304
O  7.70  -3.94  -0.27  0.137
O  -0.32  2.90  -5.44  0.177
O  2.58  -0.78  1.95  -0.274
O  8.87  -2.05  0.11  0.169
O  1.15  2.48  -3.77  0.058
O  -2.45  5.98  -4.51  0.077
O  -5.94  5.25  1.39  0.139
N  0.38  -2.23  2.53  -0.189
C  7.82  -2.61  0.02  -0.534
C  -1.88  6.91  -5.41  -0.067
C  -2.00  2.35  -2.34  -0.060
C  -2.76  4.87  -5.23  -0.535
C  -0.13  -7.01  4.52  -0.536
C  3.01  2.62  -5.08  -0.321
C  0.01  -8.64  6.00  -0.325
C  -1.74  0.89  -2.54  -0.305
C  0.80  2.66  -5.07  -0.521
C  -0.67  -1.50  1.73  -0.173
C  -2.02  -1.17  2.53  -0.129
C  -4.18  -0.55  1.72  -0.236
C  -5.11  4.17  1.77  -0.326
C  -0.78  1.54  -0.65  -0.530
C  6.37  -4.27  0.09  -0.321
C  1.39  -8.23  5.60  -0.067
C  -5.32  5.82  0.32  -0.532
C  0.61  -1.62  3.87  -0.108
C  -2.44  6.46  -6.73  -0.322
C  1.78  -2.48  4.59  -0.388
C  5.63  -2.99  -0.12  -0.065
C  -3.75  4.62  1.36  -0.066
C  2.52  2.08  -3.77  -0.058
H  -0.96  -2.20  0.86  0.145
H  -1.36  2.99  -2.96  0.127
H  -5.45  3.25  1.28  0.169
H  -3.26  5.24  2.12  0.149
H  -0.28  -1.70  4.58  0.147
H  -2.15  -1.73  3.51  0.130
H  6.34  -4.65  1.11  0.178
H  -2.03  -0.03  2.70  0.144
H  4.76  -2.90  0.53  0.110
H  0.87  -0.50  3.84  0.153
H  3.05  2.50  -2.92  0.146
H  -3.04  2.62  -2.51  0.140
H  2.04  -4.33  3.91  0.115
H  5.30  -2.85  -1.16  0.151
H  3.35  3.66  -5.03  0.176
H  -0.34  -9.55  5.51  0.176
H  -3.09  3.78  1.12  0.132
H  -3.42  6.89  -6.97  0.177
H  -2.18  7.93  -5.16  0.143
H  -0.79  6.84  -5.37  0.147
H  2.04  -9.08  5.38  0.143
H  -2.58  0.25  -2.28  0.178
H  -0.29  -0.54  1.23  0.102
H  1.88  -7.61  6.36  0.150
H  -5.12  -0.88  2.31  0.167
H  2.58  0.99  -3.72  0.152



3.
The following is a DFT calculation (ωB97M-V/def2-TZVPD) of a single C23H26FN3O3 molecule.

As for the gap between HOMO and LUMO: 8.61 eV. The calculation puts the LUMO energy at 0.83 eV. The HOMO energy comes out at -7.8 eV. The charge is 0. The SMILES is C[C@H]1CCO[C@@]2(O1)C(=O)N(CN1CCN(c3ccccc3F)CC1)c1ccccc12. Its spin multiplicity is 1. For the energy above the lowest of the compared OMol25 structures with the same formula, charge and spin, the calculation gives 1.617 eV.

Each line ends with the Löwdin charge.
Positions of all 56 atoms, in Å:
F  -1.46  0.91  1.71  0.055
O  1.40  -1.37  -1.78  0.104
O  3.23  0.32  -0.09  -0.010
O  1.19  1.42  -0.48  0.008
N  -1.91  -0.77  -0.57  -0.071
N  0.74  -1.80  0.36  0.075
N  -1.05  -3.34  -0.39  -0.146
C  1.40  1.67  -1.88  -0.346
C  -2.38  -1.48  0.61  -0.122
C  -2.06  0.61  -0.60  -0.160
C  0.38  -1.61  2.84  -0.021
C  -2.54  2.67  -1.82  -0.103
C  -2.07  -1.52  -1.80  -0.139
C  -1.81  1.43  0.51  -0.195
C  0.27  -3.17  0.13  -0.110
C  0.57  -0.77  3.93  -0.076
C  1.81  0.28  0.02  -0.351
C  -2.17  -3.00  0.46  -0.147
C  1.42  0.08  1.47  -0.061
C  2.84  1.28  -2.28  -0.100
C  -2.27  3.44  -0.71  -0.112
C  1.60  0.91  2.55  0.005
C  -1.91  2.80  0.46  -0.014
C  3.69  1.29  -1.02  -0.162
C  1.13  3.15  -2.09  -0.015
C  -1.29  -2.86  -1.74  -0.144
C  1.30  -1.04  -0.62  -0.295
C  -2.44  1.29  -1.77  -0.024
C  0.81  -1.17  1.60  -0.158
C  1.17  0.47  3.79  -0.081
H  -2.03  -3.45  1.44  0.118
H  -3.05  -3.46  0.00  0.121
H  -1.68  3.36  1.36  0.121
H  3.67  2.28  -0.55  0.128
H  -1.82  -1.14  1.48  0.090
H  2.07  1.87  2.43  0.125
H  -2.34  4.52  -0.75  0.104
H  2.84  0.27  -2.70  0.111
H  0.67  1.08  -2.45  0.141
H  -0.33  -2.75  -2.24  0.101
H  0.24  -1.10  4.90  0.104
H  0.96  -3.61  -0.60  0.144
H  -0.09  -2.57  2.96  0.103
H  0.34  -3.71  1.07  0.132
H  -1.87  -3.62  -2.27  0.119
H  1.29  1.10  4.66  0.100
H  -3.45  -1.28  0.79  0.133
H  1.15  3.38  -3.15  0.087
H  -3.13  -1.71  -2.01  0.128
H  -1.65  -0.94  -2.62  0.111
H  -2.84  3.14  -2.75  0.104
H  -2.70  0.74  -2.66  0.099
H  3.23  1.98  -3.01  0.120
H  4.73  1.01  -1.22  0.130
H  1.88  3.75  -1.58  0.085
H  0.16  3.40  -1.69  0.055